1.
8
Properties=species:S:1:pos:R:3:mulliken_charge:R:1 method="wB97M-V/def2-TZVPD" charge=0 e_above_lowest_kj_mol=324.8 orbital_gap_ev="7.45 / 7.38" largest_force_ha_per_bohr=0.035
C 3.984 1.886 0.437 0.538
C 2.713 -1.855 1.337 0.151
N 3.614 0.718 0.160 0.572
N 3.521 -0.399 -0.231 -0.762
O 3.988 2.878 1.058 -0.339
O 1.607 -2.093 1.312 -0.149
Br 0.024 1.299 -0.281 -0.232
H -0.208 -0.138 0.011 0.220



2.
7
Properties=species:S:1:pos:R:3:mulliken_charge:R:1 method="wB97M-V/def2-TZVPD" charge=0 e_above_lowest_kj_mol=14.5 orbital_gap_ev=11.27 largest_force_ha_per_bohr=0.086
C 2.272 -0.604 0.345 0.649
C -1.522 0.636 -0.377 0.101
O 2.845 -1.543 0.070 -0.324
O -0.907 0.268 -1.337 -0.360
O 1.605 0.241 0.693 -0.326
Br -2.886 -0.494 0.436 -0.143
H -1.405 1.497 0.169 0.402



3.
7
Properties=species:S:1:pos:R:3:mulliken_charge:R:1 method="wB97M-V/def2-TZVPD" charge=0 e_above_lowest_kj_mol=42.4 orbital_gap_ev=4.59 largest_force_ha_per_bohr=0.070
C 0.377 -0.699 0.127 -0.951
C 0.345 0.036 1.215 0.820
O 0.362 0.269 2.398 -0.492
O -0.039 -0.179 -1.152 -0.680
H -0.394 0.952 -1.027 0.381
Ca -0.105 -2.249 -1.302 1.595
F -0.547 1.871 -0.259 -0.673



Repeat the second record exactly.
7
Properties=species:S:1:pos:R:3:mulliken_charge:R:1 method="wB97M-V/def2-TZVPD" charge=0 e_above_lowest_kj_mol=14.5 orbital_gap_ev=11.27 largest_force_ha_per_bohr=0.086
C 2.272 -0.604 0.345 0.649
C -1.522 0.636 -0.377 0.101
O 2.845 -1.543 0.070 -0.324
O -0.907 0.268 -1.337 -0.360
O 1.605 0.241 0.693 -0.326
Br -2.886 -0.494 0.436 -0.143
H -1.405 1.497 0.169 0.402